102
Properties=species:S:1:pos:R:3:forces:R:3:mulliken_charge:R:1 method="wB97M-V/def2-TZVPD" mol_weight_g_mol=657.869 e_homo_ev="-9.741 / -9.741" homo_lumo_gap_ha="0.221 / 0.060" multiplicity=2 charge=+1 fmax_ev_per_a=8.67 energy_ev=-58542.11689
C -0.92083 -5.00635 -0.73105 -0.4 4.0 1.8 0.5988
O -1.46595 -3.90706 -0.61317 0.5 1.2 0.1 -0.6269
N -1.59216 -6.04965 -0.91579 -4.7 -5.4 -2.1 -0.4027
N 0.29936 -5.35725 -0.45911 3.7 1.2 0.4 -0.3081
H -2.59872 -5.96634 -0.91423 0.3 -0.5 -0.6 0.2238
H -1.05550 -6.83446 -1.25663 -1.3 -0.4 0.1 0.1417
H 0.85272 -4.61606 -0.05347 1.0 -0.5 -0.4 0.2381
H 0.53260 -6.31728 -0.66897 0.9 0.7 0.7 0.1413
C 1.79099 3.37484 -4.23374 2.0 -4.8 -3.8 0.3850
O 2.03020 3.06169 -5.41688 -0.3 0.0 0.8 -0.7397
N 1.92117 2.44056 -3.26007 -0.1 -0.6 1.1 0.3220
N 1.53425 4.56200 -3.89838 -1.1 5.4 1.9 -0.2033
H 2.06701 1.49313 -3.57822 -0.2 0.3 0.2 -0.1765
H 1.56042 2.61785 -2.33350 0.0 -0.2 -0.2 -0.0073
H 1.33150 4.78589 -2.93461 -0.2 0.2 -0.3 0.3065
H 1.56676 5.27411 -4.61389 -0.1 -0.2 0.2 0.2329
C -0.55505 4.14220 -0.72558 -3.3 0.0 0.9 0.6486
O 0.35451 4.43645 -1.37353 6.5 2.0 -5.4 -0.7137
N -1.79524 4.09158 -1.10746 -3.7 -0.5 -2.1 -0.4291
N -0.37184 3.96938 0.51609 0.2 -1.4 7.1 -0.2584
H -1.99797 4.15282 -2.09500 0.1 0.0 0.2 0.2326
H -2.55959 3.77180 -0.52987 0.3 0.1 -0.1 0.1747
H 0.53117 4.14957 0.93106 -0.7 -0.1 -0.2 0.0060
H -1.16311 3.80810 1.12270 0.4 0.0 0.3 0.2030
C 3.97657 -0.08478 -4.77881 0.7 -0.5 0.5 -1.1309
C 5.21671 0.64610 -4.18531 -0.6 -0.4 -1.7 -0.2928
C 5.07333 1.16960 -2.82268 -0.5 1.1 1.7 -0.4377
C 4.15636 0.34583 -1.97954 3.1 2.8 -1.6 0.0867
N 3.44019 -0.22337 -1.32395 -2.1 -1.4 1.7 -0.3172
H 4.30463 -0.62776 -5.66518 -0.4 0.3 -0.2 0.3704
H 3.07872 0.50957 -4.94828 0.5 0.5 -0.6 0.2145
H 3.59920 -0.85680 -4.10823 0.4 -0.2 0.3 0.3700
H 5.42156 1.55534 -4.75047 0.3 -0.4 -0.6 0.2520
H 6.10912 0.02175 -4.14179 -0.2 -0.3 -0.7 0.3257
H 4.78718 2.21987 -2.87874 -1.3 -0.1 0.3 0.1672
H 6.07241 1.38323 -2.44280 0.1 -1.0 0.8 0.4614
C -1.05354 0.23345 -4.64677 -0.8 0.9 -1.4 -0.9017
C -2.44891 0.09586 -5.36749 0.5 -1.6 0.8 -0.6262
C -3.62452 0.99280 -4.98328 -0.3 0.8 -0.4 -0.2169
C -4.88030 0.58231 -5.62490 -1.3 -1.5 -0.9 0.0762
N -5.81234 0.15059 -6.17261 1.5 0.9 0.9 -0.3991
H -0.65301 1.20616 -4.93225 0.2 0.3 0.4 0.2452
H -0.35759 -0.46330 -5.11399 -0.2 -0.3 0.2 0.3791
H -1.03505 0.10971 -3.56397 -0.3 0.0 -0.1 0.1729
H -2.77177 -0.92658 -5.17132 -0.2 -0.1 0.2 0.3665
H -2.33050 0.04000 -6.44959 0.2 0.6 0.0 0.3597
H -3.53211 2.01324 -5.35512 0.6 0.3 0.2 0.2639
H -3.82074 1.06848 -3.91377 0.2 -0.2 0.1 0.2735
C -0.32966 -0.42412 2.32826 0.4 -0.6 -0.3 -0.8374
C 0.06092 0.32054 1.06128 0.0 1.3 0.2 0.3784
C 0.28014 -0.47346 -0.20666 -1.4 -0.5 -0.7 0.7564
C 1.07038 -1.66479 -0.13793 -0.3 1.6 0.5 -0.0538
N 1.68947 -2.60209 -0.04010 1.3 -2.3 0.3 -0.6386
H -1.31646 -0.87915 2.24302 -0.1 0.3 0.1 0.1091
H -0.28558 0.25883 3.17663 -0.2 -0.2 0.1 0.5047
H 0.32972 -1.27083 2.51905 0.3 0.3 0.1 -0.1388
H 0.86967 1.03247 1.22612 0.7 -0.4 0.3 -0.0635
H -0.72742 1.05193 0.88328 -0.4 -0.2 -0.4 0.0369
H 0.58188 0.06595 -1.10448 0.2 0.4 0.3 0.0982
H -0.68342 -0.90375 -0.47961 -0.4 0.1 -0.2 -0.1469
C -2.35195 -2.07848 6.55675 -0.7 0.5 -0.4 -0.9207
C -3.89864 -2.02291 6.31319 0.3 -0.7 0.6 -0.6543
C -4.25474 -1.34906 4.95644 1.4 0.3 0.7 0.2358
C -4.27367 0.11250 5.17687 -1.6 3.3 0.1 0.3258
N -4.33466 1.28465 5.31072 0.5 -3.6 -0.4 -0.6142
H -1.87976 -3.02025 6.27709 -0.4 -0.2 0.1 0.3255
H -2.05164 -1.83778 7.57654 -0.1 0.0 -0.1 0.3830
H -1.91484 -1.35484 5.86872 0.3 0.3 0.3 0.1063
H -4.46066 -1.54965 7.11833 0.5 0.8 0.0 0.3786
H -4.31400 -3.01437 6.49371 0.1 -0.4 -1.0 0.3911
H -5.04991 -1.80397 4.36579 -0.4 0.6 0.4 0.3236
H -3.39000 -1.34677 4.29287 0.2 -0.9 -0.2 -0.2889
N -3.33059 -1.87230 0.70368 1.0 -0.1 -0.1 0.3024
C -3.73654 -0.67736 1.26222 0.2 -1.4 -0.7 -0.5955
C -5.01709 -0.93354 1.62471 -2.1 1.9 1.4 -0.6798
C -5.40643 -2.24000 1.34419 0.6 -1.5 -0.3 -0.6897
C -4.31157 -2.83095 0.77019 0.9 0.5 -0.2 -0.3385
H -2.39339 -2.04713 0.37023 -0.2 -0.4 -0.1 0.2412
H -3.05915 0.16007 1.34132 -0.3 0.0 0.0 0.4571
H -5.72017 -0.25239 2.08091 0.3 0.3 0.1 0.5079
H -6.29763 -2.79695 1.59313 -0.2 0.5 -0.1 0.4377
H -4.08547 -3.82105 0.40279 -0.2 0.1 0.1 0.3647
N 3.12363 5.40910 0.29884 -0.7 0.1 -0.1 0.1092
C 3.24131 4.16193 0.88476 -1.1 0.1 -1.2 0.2332
C 4.56519 3.88922 1.09026 1.7 1.9 1.0 -0.5567
C 5.16568 5.15591 0.91244 3.6 -3.7 1.1 -0.3179
C 4.34348 6.01907 0.26667 -3.4 1.0 0.0 -0.2749
H 2.22692 5.77109 0.00735 0.0 0.2 -0.4 0.2220
H 2.39444 3.52980 1.10752 0.0 0.1 -0.2 0.2301
H 5.01396 3.01829 1.54466 -0.1 0.1 -0.1 0.4479
H 6.18565 5.34103 1.21544 0.0 0.2 -0.3 0.4273
H 4.47351 7.04837 -0.03341 0.0 -0.1 -0.2 0.4298
N 1.42078 -3.34068 3.46712 0.5 -0.8 -1.8 0.1134
C 1.09437 -2.93024 4.68571 -1.4 1.5 0.7 -0.2369
C 2.02269 -3.34932 5.55567 1.7 -1.2 1.9 -0.6784
C 2.96065 -4.17248 4.85698 -0.4 0.4 -2.1 -0.5582
C 2.57107 -4.09726 3.52623 -0.4 -0.1 0.2 -0.3424
H 0.84092 -3.18506 2.65493 0.4 -0.2 0.0 0.1882
H 0.22370 -2.30774 4.83004 0.1 -0.1 0.1 0.3141
H 2.10242 -3.15514 6.61507 -0.4 0.1 -0.1 0.4007
H 3.83479 -4.75953 5.09706 -0.1 0.3 0.7 0.3905
H 2.97573 -4.50456 2.61149 0.1 -0.1 0.2 0.4036